No. 1
Molecular formula: C59H61CoN5OS
Method: DFT, ωB97M-V/def2-TZVPD

Last column: Mulliken spin population.
Cartesian coordinates (Å):
1 Co -0.10 0.09 0.06  -0.0229
2 C -1.22 2.21 -5.48  -0.0016
3 C -2.47 1.75 -4.71  -0.0026
4 C -2.23 1.70 -3.24  -0.0118
5 C -2.57 2.61 -2.30  -0.0185
6 C -3.33 3.89 -2.46  -0.0063
7 C -2.40 5.10 -2.57  -0.0057
8 C -2.00 2.14 -1.04  -0.0308
9 N -1.34 0.96 -1.23  0.1031
10 C -1.47 0.66 -2.56  -0.0193
11 C -1.03 -0.48 -3.17  0.1098
12 C -0.27 -1.48 -2.54  0.0573
13 C 0.13 -2.70 -3.15  0.0304
14 C -0.30 -3.17 -4.50  0.0172
15 C -1.73 -3.72 -4.52  0.0116
16 C 0.93 -3.35 -2.22  0.0262
17 C 1.00 -2.49 -1.09  0.0676
18 C 1.80 -2.73 0.04  0.0651
19 C 1.90 -1.90 1.12  -0.0028
20 N 1.20 -0.75 1.32  0.1030
21 C 1.52 -0.31 2.58  -0.0306
22 C 0.95 0.73 3.24  0.1059
23 C -0.07 1.55 2.72  0.0324
24 N -0.55 1.47 1.45  0.0029
25 C -1.47 2.48 1.33  0.0496
26 C -2.13 2.81 0.14  0.1081
27 C -1.58 3.20 2.55  0.0288
28 C -0.68 2.62 3.43  0.0446
29 C -0.40 3.00 4.85  0.0167
30 C 0.79 3.96 4.98  0.0219
31 C -2.48 4.37 2.78  0.0240
32 C -1.89 5.71 2.32  0.0127
33 C 2.52 -1.20 3.17  -0.0154
34 C 2.75 -2.18 2.28  -0.0281
35 C 3.70 -3.32 2.37  -0.0050
36 C 4.99 -3.07 1.58  -0.0014
37 C 3.12 -1.00 4.52  -0.0069
38 C 4.18 0.11 4.53  -0.0024
39 N 0.26 -1.37 -1.29  0.0149
40 C 1.57 -4.70 -2.33  0.0057
41 C 0.79 -5.79 -1.60  0.0145
42 H -1.38 2.19 -6.56  0.0007
43 H -0.95 3.23 -5.19  0.0008
44 H -0.37 1.57 -5.24  -0.0012
45 H -3.30 2.43 -4.93  0.0003
46 H -2.76 0.76 -5.07  -0.0007
47 H -3.97 3.82 -3.34  -0.0001
48 H -3.99 4.02 -1.60  0.0007
49 H -1.77 5.02 -3.46  0.0009
50 H -2.97 6.03 -2.65  0.0007
51 H -1.74 5.16 -1.71  0.0008
52 H -1.29 -0.63 -4.21  0.0291
53 H -0.23 -2.35 -5.22  0.0012
54 H 0.39 -3.94 -4.85  0.0004
55 H -2.42 -2.98 -4.13  0.0013
56 H -2.04 -4.00 -5.53  -0.0016
57 H -1.80 -4.61 -3.88  -0.0002
58 H 2.40 -3.64 0.05  0.0317
59 H 1.29 0.94 4.25  0.0417
60 H -2.74 3.71 0.15  0.0350
61 H -1.29 3.47 5.28  -0.0027
62 H -0.20 2.10 5.44  0.0050
63 H 0.59 4.90 4.46  -0.0022
64 H 1.00 4.19 6.03  -0.0034
65 H 1.68 3.52 4.54  -0.0012
66 H -3.43 4.21 2.27  0.0036
67 H -2.72 4.44 3.85  -0.0018
68 H -1.63 5.66 1.26  0.0041
69 H -2.60 6.53 2.46  -0.0034
70 H -0.98 5.94 2.87  -0.0012
71 H 3.95 -3.51 3.42  0.0003
72 H 3.23 -4.23 2.00  -0.0023
73 H 5.49 -2.18 1.95  0.0009
74 H 5.68 -3.91 1.67  0.0007
75 H 4.77 -2.91 0.53  -0.0019
76 H 2.34 -0.75 5.24  0.0006
77 H 3.58 -1.93 4.86  0.0003
78 H 3.76 1.05 4.18  -0.0006
79 H 4.58 0.27 5.54  0.0006
80 H 5.01 -0.15 3.87  0.0010
81 H 1.66 -4.97 -3.39  -0.0015
82 H 2.59 -4.66 -1.93  0.0029
83 H -0.24 -5.83 -1.97  -0.0002
84 H 1.24 -6.77 -1.73  -0.0022
85 H 0.74 -5.57 -0.53  -0.0004
86 N 1.27 1.20 -0.71  -0.0056
87 C 1.89 2.04 -1.37  -0.0050
88 C 2.98 1.65 -2.37  0.0000
89 C 2.95 0.36 -2.89  -0.0032
90 C 3.93 -0.08 -3.76  0.0018
91 C 4.98 0.77 -4.12  0.0007
92 C 5.03 2.05 -3.60  -0.0001
93 C 4.03 2.49 -2.73  0.0010
94 C 1.60 3.53 -1.23  0.0011
95 C 1.51 4.39 -2.32  0.0057
96 C 1.14 5.72 -2.15  -0.0024
97 C 0.85 6.21 -0.89  0.0019
98 C 0.93 5.35 0.21  0.0025
99 C 1.29 4.03 0.03  0.0099
100 H 2.14 -0.29 -2.57  0.0070
101 H 3.88 -1.08 -4.15  0.0000
102 H 5.75 0.42 -4.80  0.0000
103 H 5.85 2.71 -3.86  0.0002
104 H 4.08 3.49 -2.32  0.0000
105 H 1.71 4.01 -3.31  0.0000
106 H 1.06 6.37 -3.02  -0.0003
107 H 0.56 7.24 -0.75  -0.0001
108 H 0.68 5.71 1.20  0.0006
109 H 1.31 3.34 0.87  -0.0079
110 C -5.28 -7.24 2.04  0.0000
111 C -5.56 -7.08 3.51  0.0000
112 O -6.64 -7.31 4.02  0.0000
113 S -4.14 -6.61 4.55  0.0001
114 C -3.52 -5.24 3.62  -0.0004
115 C -4.26 -4.07 3.51  0.0000
116 C -3.79 -3.00 2.78  -0.0006
117 C -2.54 -3.05 2.14  0.0000
118 C -1.80 -4.24 2.25  -0.0076
119 C -2.28 -5.32 2.98  0.0010
120 C -2.01 -1.97 1.40  0.0006
121 C -1.42 -1.09 0.81  -0.0058
122 H -6.22 -7.32 1.50  0.0000
123 H -4.69 -8.15 1.91  0.0000
124 H -4.69 -6.41 1.65  0.0000
125 H -5.22 -4.00 4.01  0.0001
126 H -4.37 -2.09 2.70  -0.0002
127 H -0.84 -4.29 1.76  0.0068
128 H -1.70 -6.23 3.05  0.0000

Output
HOMO level (spin up / spin down)   0.31 / -1.16 eV
HOMO-LUMO gap (spin up / spin down)   3.4 / 4.9 eV
Spin multiplicity   2
DFT total energy   -120135.177 eV
Net charge   -2
Energy above the lowest of the compared OMol25 structures with the same formula, charge and spin   0.00 kJ/mol

No. 2
Molecular formula: C59H64N3P2S2Sb2Ta
Method: DFT, ωB97M-V/def2-TZVPD

Last column: Löwdin charge in e.
Cartesian coordinates (Å):
1 Ta 0.74 0.02 1.06  1.0484
2 C -1.56 -1.31 4.91  -0.0825
3 C -0.12 -0.80 5.02  -0.5043
4 C 1.01 -1.83 4.89  -0.1094
5 P 0.20 0.55 3.82  1.0474
6 C 0.84 1.95 4.86  -0.5076
7 C 2.33 1.93 5.18  -0.1100
8 C 0.07 2.03 6.19  -0.1100
9 C -1.37 1.26 3.22  -0.3229
10 C -2.00 2.38 3.77  -0.0692
11 C -3.10 2.95 3.16  -0.0282
12 C -3.57 2.43 1.95  -0.0175
13 C -2.95 1.34 1.38  -0.0333
14 C -1.86 0.75 2.02  -0.3259
15 N -1.18 -0.39 1.42  -0.2007
16 C -1.96 -1.58 1.10  -0.2849
17 C -3.33 -1.63 1.28  -0.0162
18 C -4.05 -2.75 0.89  -0.0340
19 C -3.41 -3.84 0.31  -0.0441
20 C -2.03 -3.81 0.20  -0.0689
21 C -1.29 -2.70 0.61  -0.3272
22 P 0.52 -2.74 0.74  1.0362
23 C 1.00 -3.52 -0.87  -0.5348
24 C 0.50 -2.79 -2.11  -0.1296
25 C 2.49 -3.89 -1.03  -0.1181
26 C 0.86 -4.06 2.01  -0.4961
27 C 0.92 -5.50 1.47  -0.0842
28 C -0.18 -4.03 3.12  -0.1160
29 H -1.68 -2.22 5.51  0.0982
30 H -2.27 -0.57 5.27  0.0857
31 H -1.86 -1.55 3.89  0.0503
32 H -0.02 -0.34 6.00  0.0919
33 H 1.16 -2.16 3.86  0.0258
34 H 1.96 -1.41 5.24  0.0765
35 H 0.80 -2.71 5.50  0.0942
36 H 0.63 2.84 4.26  0.0914
37 H 2.64 0.98 5.62  0.0839
38 H 2.92 2.15 4.31  0.0145
39 H 2.54 2.71 5.92  0.1014
40 H 0.59 1.46 6.96  0.0903
41 H 0.04 3.07 6.52  0.1018
42 H -0.96 1.66 6.16  0.0685
43 H -1.63 2.82 4.68  0.0940
44 H -3.58 3.81 3.61  0.1243
45 H -4.42 2.88 1.46  0.1244
46 H -3.30 0.95 0.43  0.0990
47 H -3.87 -0.82 1.75  0.1146
48 H -5.12 -2.77 1.04  0.1218
49 H -3.97 -4.70 -0.03  0.1196
50 H -1.52 -4.67 -0.20  0.1048
51 H 0.45 -4.45 -0.79  0.0848
52 H 1.08 -1.89 -2.31  0.0027
53 H 0.61 -3.44 -2.98  0.0912
54 H -0.55 -2.51 -2.04  0.0595
55 H 3.07 -3.05 -1.40  0.0384
56 H 2.96 -4.25 -0.11  0.0582
57 H 2.56 -4.69 -1.76  0.1021
58 H 1.85 -3.80 2.41  0.0986
59 H -0.04 -5.81 1.05  0.0790
60 H 1.70 -5.68 0.74  0.0669
61 H 1.11 -6.16 2.32  0.1016
62 H -1.07 -4.58 2.82  0.0958
63 H 0.23 -4.51 4.02  0.1012
64 H -0.49 -3.03 3.38  0.0210
65 S 2.59 -0.64 -0.43  0.5915
66 C 3.48 -0.82 1.08  -0.6400
67 C 4.28 -1.96 1.32  -0.0275
68 C 5.04 -2.03 2.46  -0.1531
69 C 5.83 -3.22 2.70  -0.1457
70 N 6.42 -4.19 2.87  0.2134
71 C 5.03 -0.96 3.39  -0.1500
72 C 4.25 0.15 3.17  -0.0300
73 C 3.45 0.23 2.02  -0.6322
74 S 2.45 1.65 1.69  0.6001
75 C 5.83 -1.04 4.60  -0.1449
76 N 6.41 -1.08 5.58  0.2147
77 H 4.32 -2.76 0.60  0.1089
78 H 4.29 0.95 3.88  0.1006
79 C 1.89 2.04 -4.48  -0.3657
80 C 2.01 3.07 -3.35  -0.3367
81 C 2.03 2.48 -1.94  -0.3781
82 Sb 0.22 1.81 -1.02  1.3703
83 C -1.78 1.58 -1.66  -0.4413
84 C -2.23 0.29 -1.89  -0.2131
85 C -3.56 0.07 -2.20  -0.0695
86 C -4.44 1.15 -2.31  -0.0537
87 C -3.98 2.44 -2.09  -0.0533
88 C -2.65 2.66 -1.74  -0.1081
89 C -0.07 3.69 -0.05  -0.3708
90 C -0.15 4.80 -0.89  -0.1375
91 C -0.25 6.08 -0.35  -0.0525
92 C -0.26 6.26 1.03  -0.0564
93 C -0.19 5.16 1.87  -0.0632
94 C -0.10 3.88 1.32  -0.1563
95 Sb 0.38 0.57 -4.11  1.5043
96 C -1.24 1.56 -5.07  -0.3685
97 C -1.27 2.95 -5.12  -0.1330
98 C -2.33 3.62 -5.73  -0.0757
99 C -3.37 2.89 -6.29  -0.0730
100 C -3.35 1.50 -6.24  -0.0726
101 C -2.29 0.83 -5.62  -0.1220
102 C 0.83 -0.88 -5.57  -0.3901
103 C 1.78 -0.64 -6.57  -0.1139
104 C 2.00 -1.60 -7.56  -0.0675
105 C 1.27 -2.78 -7.56  -0.0684
106 C 0.33 -3.02 -6.57  -0.0760
107 C 0.12 -2.08 -5.57  -0.1624
108 H 2.82 1.49 -4.58  0.0628
109 H 1.67 2.51 -5.44  0.0688
110 H 1.24 3.84 -3.43  0.0731
111 H 2.96 3.60 -3.47  0.1209
112 H 2.32 3.20 -1.18  0.0558
113 H 2.68 1.61 -1.88  0.0069
114 H -1.56 -0.56 -1.82  0.0565
115 H -3.92 -0.94 -2.38  0.1152
116 H -5.47 0.98 -2.59  0.1167
117 H -4.65 3.28 -2.18  0.1174
118 H -2.32 3.67 -1.54  0.0933
119 H -0.15 4.70 -1.97  0.0940
120 H -0.32 6.94 -1.01  0.1165
121 H -0.33 7.26 1.45  0.1156
122 H -0.21 5.29 2.94  0.1103
123 H -0.07 3.04 2.00  0.0318
124 H -0.46 3.54 -4.70  0.0783
125 H -2.33 4.70 -5.78  0.1090
126 H -4.19 3.40 -6.78  0.1099
127 H -4.15 0.93 -6.68  0.1097
128 H -2.29 -0.25 -5.61  0.0953
129 H 2.35 0.28 -6.60  0.0908
130 H 2.73 -1.41 -8.33  0.1123
131 H 1.44 -3.52 -8.34  0.1121
132 H -0.23 -3.95 -6.57  0.1087
133 H -0.62 -2.29 -4.80  0.0826

Output
HOMO level   -12.42 eV
HOMO-LUMO gap   5.6 eV
DFT total energy   -121553.017 eV
Net charge   +2
Energy above the lowest of the compared OMol25 structures with the same formula, charge and spin   177.48 kJ/mol

No. 3
Molecular formula: C59H67FFeN2O2P2
Method: DFT, ωB97M-V/def2-TZVPD

Last column: Mulliken spin population.
Cartesian coordinates (Å):
1 Fe 0.18 0.18 0.36  3.7870
2 C -0.18 -2.27 -7.24  -0.0039
3 C 0.87 -1.38 -6.58  -0.0021
4 C 0.50 0.08 -6.87  -0.0021
5 C 2.25 -1.66 -7.19  -0.0043
6 C 0.92 -1.68 -5.08  -0.0108
7 C 0.64 -0.73 -4.13  0.1017
8 C 0.70 -1.02 -2.75  -0.0201
9 N 0.44 -0.07 -1.78  0.4801
10 C 0.01 1.20 -2.09  0.0682
11 C 0.64 2.06 -3.02  0.0014
12 C 0.01 3.21 -3.43  0.0145
13 C -1.28 3.45 -2.92  0.1104
14 C -1.92 2.69 -1.96  -0.0248
15 C -1.20 1.59 -1.42  0.0986
16 O -1.56 0.88 -0.38  0.1225
17 C -3.38 3.05 -1.61  0.0033
18 C -4.20 2.98 -2.91  -0.0001
19 C -3.46 4.47 -1.04  -0.0025
20 C -4.04 2.10 -0.60  0.0049
21 C 0.62 4.17 -4.45  -0.0074
22 C 0.87 5.52 -3.77  0.0094
23 C -0.36 4.35 -5.62  0.0064
24 C 1.94 3.65 -5.02  -0.0026
25 C 0.94 -2.36 -2.37  0.0729
26 O 0.86 -2.77 -1.07  0.0089
27 C 1.16 -3.37 -3.32  -0.0624
28 C 1.20 -2.98 -4.65  0.1129
29 C 1.22 -4.86 -2.94  0.0023
30 C 2.28 -5.16 -1.86  -0.0020
31 C 1.57 -5.72 -4.16  0.0014
32 C -0.18 -5.27 -2.45  -0.0056
33 H -0.25 -2.04 -8.31  0.0008
34 H -1.17 -2.11 -6.79  0.0003
35 H 0.06 -3.33 -7.15  -0.0006
36 H 0.51 0.24 -7.95  -0.0001
37 H 1.22 0.77 -6.42  0.0004
38 H -0.50 0.32 -6.51  0.0000
39 H 2.24 -1.41 -8.26  0.0008
40 H 2.52 -2.72 -7.10  0.0010
41 H 3.02 -1.07 -6.71  0.0003
42 H 0.33 0.26 -4.42  0.0323
43 H 1.61 1.78 -3.41  0.0024
44 H -1.82 4.31 -3.31  0.0008
45 H -3.89 3.74 -3.64  0.0004
46 H -5.26 3.16 -2.68  -0.0001
47 H -4.12 2.00 -3.37  -0.0001
48 H -2.95 5.20 -1.67  -0.0004
49 H -2.99 4.50 -0.05  0.0004
50 H -4.50 4.78 -0.93  -0.0003
51 H -4.02 1.07 -0.95  -0.0009
52 H -5.08 2.40 -0.47  0.0000
53 H -3.53 2.14 0.37  -0.0021
54 H -0.05 5.95 -3.38  -0.0026
55 H 1.30 6.23 -4.48  0.0019
56 H 1.58 5.41 -2.94  -0.0024
57 H -1.27 4.87 -5.31  -0.0012
58 H -0.65 3.38 -6.03  -0.0027
59 H 0.11 4.94 -6.42  0.0026
60 H 2.70 3.53 -4.24  -0.0006
61 H 2.33 4.38 -5.74  -0.0001
62 H 1.81 2.70 -5.54  0.0014
63 H 1.42 -3.72 -5.41  0.0176
64 H 3.21 -4.62 -2.06  0.0000
65 H 2.50 -6.23 -1.85  0.0001
66 H 1.94 -4.88 -0.86  0.0000
67 H 2.54 -5.46 -4.57  -0.0004
68 H 0.81 -5.64 -4.94  -0.0017
69 H 1.60 -6.77 -3.85  -0.0001
70 H -0.48 -4.70 -1.57  0.0030
71 H -0.18 -6.34 -2.19  -0.0005
72 H -0.91 -5.10 -3.23  0.0023
73 C 2.58 0.31 2.50  0.0499
74 N 1.15 -0.07 2.51  -0.0477
75 P 0.91 -2.06 0.40  -0.0387
76 C 2.53 -2.60 0.96  0.0178
77 C 2.79 -2.93 2.29  0.0102
78 C 4.08 -3.20 2.71  -0.0031
79 C 5.14 -3.09 1.81  0.0063
80 C 4.89 -2.75 0.49  -0.0028
81 C 3.59 -2.51 0.06  0.0211
82 C -0.35 -3.17 1.10  0.0339
83 C -1.67 -2.79 0.85  -0.0305
84 C -2.71 -3.66 1.14  0.0075
85 C -2.43 -4.89 1.72  0.0003
86 C -1.12 -5.26 1.98  0.0007
87 C -0.08 -4.41 1.66  -0.0039
88 P 0.12 0.75 3.41  -0.0291
89 C -1.31 -0.29 3.69  0.0508
90 C -1.10 -1.56 4.23  -0.0011
91 C -2.18 -2.37 4.53  0.0023
92 C -3.47 -1.92 4.31  -0.0002
93 C -3.69 -0.68 3.74  0.0028
94 C -2.61 0.14 3.42  -0.0344
95 C 0.78 1.30 5.00  0.0047
96 C 0.85 0.44 6.09  -0.0001
97 C 1.42 0.87 7.28  -0.0010
98 C 1.95 2.15 7.38  0.0012
99 C 1.89 3.01 6.30  -0.0007
100 C 1.32 2.59 5.11  0.0008
101 H 3.16 -0.38 3.11  0.0017
102 H 2.77 1.32 2.87  0.0073
103 H 2.97 0.24 1.48  -0.0086
104 H 1.97 -2.97 3.00  0.0011
105 H 4.27 -3.47 3.74  -0.0001
106 H 6.15 -3.27 2.15  0.0004
107 H 5.71 -2.67 -0.21  -0.0002
108 H 3.41 -2.24 -0.97  -0.0008
109 H -1.88 -1.82 0.41  0.0286
110 H -3.73 -3.38 0.92  0.0002
111 H -3.24 -5.57 1.95  0.0001
112 H -0.91 -6.23 2.42  0.0001
113 H 0.95 -4.72 1.84  -0.0004
114 H -0.09 -1.91 4.39  -0.0005
115 H -2.01 -3.36 4.95  0.0001
116 H -4.32 -2.55 4.56  0.0001
117 H -4.70 -0.33 3.55  0.0000
118 H -2.79 1.09 2.94  -0.0060
119 H 0.44 -0.56 6.03  -0.0004
120 H 1.46 0.20 8.13  0.0000
121 H 2.39 2.48 8.31  0.0001
122 H 2.29 4.01 6.37  0.0001
123 H 1.28 3.27 4.26  0.0002
124 F -0.88 6.03 1.02  0.0000
125 C -0.75 4.80 1.50  -0.0008
126 C 0.22 3.98 0.97  0.0378
127 C 0.40 2.73 1.54  -0.0041
128 C -0.38 2.30 2.62  -0.0047
129 C -1.38 3.15 3.10  -0.0018
130 C -1.58 4.40 2.54  0.0055
131 H 0.85 4.33 0.16  -0.0008
132 H 1.22 2.11 1.19  0.0212
133 H -1.99 2.85 3.94  -0.0003
134 H -2.35 5.07 2.89  0.0001

Output
HOMO level (spin up / spin down)   -9.47 / -9.51 eV
HOMO-LUMO gap (spin up / spin down)   7.4 / 5.6 eV
Spin multiplicity   6
DFT total energy   -125024.570 eV
Net charge   +1
Energy above the lowest of the compared OMol25 structures with the same formula, charge and spin   0.00 kJ/mol